Record 1
# C7H13N

An isolated molecule of C7H13N (ωB97M-V/def2-TZVPD, the OMol25 dataset).

The geometry in XYZ format:
```
21
Properties=species:S:1:pos:R:3:forces:R:3:nbo_charge:R:1
C -0.318926 -1.563626 1.455470 0.4 0.5 -1.1 -0.6401
C -0.700513 -0.257588 0.755491 1.2 2.3 2.2 0.1083
C 0.258494 1.036358 1.131951 -1.1 1.0 0.3 -0.4232
C 1.454770 0.774661 0.151567 -2.7 -1.2 -0.4 -0.4353
C 0.993603 -0.420828 -0.785513 0.4 -0.2 -2.4 -0.4347
C -0.544361 -0.209391 -0.720786 -0.5 -0.9 -0.7 0.0384
C -0.777915 0.944126 -1.792635 1.5 -0.7 1.3 -0.6247
N -1.890192 -0.534606 0.031077 -0.4 -0.4 -0.4 -0.5502
H -0.952844 -1.870335 2.267105 -0.5 0.4 0.5 0.2219
H 0.693788 -1.700640 1.733718 1.1 0.2 0.5 0.2079
H -0.493665 -2.246241 0.662700 0.1 -1.3 -0.6 0.2028
H 0.688756 1.282534 2.163841 -1.0 -0.9 -1.0 0.2163
H -0.302346 1.944401 0.843208 0.2 -0.3 0.0 0.2128
H 1.803544 1.604554 -0.446542 0.0 0.3 0.2 0.2122
H 2.185254 0.338982 0.717322 2.5 -0.5 1.4 0.2028
H 1.555694 -1.426982 -0.493636 -1.4 2.2 -1.3 0.2371
H 1.014300 0.097011 -1.831946 2.0 -2.5 1.2 0.2384
H -0.736230 0.552135 -2.830478 -0.3 -0.1 0.8 0.2210
H -0.006955 1.743174 -1.760506 -0.2 -0.5 0.2 0.1975
H -1.663508 1.417023 -1.550898 -2.1 0.9 0.0 0.2260
H -2.260750 -1.504721 0.299489 0.9 1.7 -0.9 0.3647
```
Forces are in eV/Å.

Computed properties:
SMILES: C[C@@]12CCC[C@@]1(C)N2
Relative energy (zero: lowest compared OMol25 entry of this formula, charge and spin) in kJ/mol: 574.10
Charge: 0
E in Ha: -329.0528
LUMO in eV: 1.0

Record 2
# C24H25N3O4S2

An isolated molecule of C24H25N3O4S2 (ωB97M-V/def2-TZVPD, the OMol25 dataset).

The geometry in XYZ format:
```
58
Properties=species:S:1:pos:R:3:forces:R:3:nbo_charge:R:1
C 3.817575 -2.615144 -0.185452 -0.2 -0.4 0.1 -0.6412
C 3.026910 -3.870033 -0.553216 0.3 0.2 -0.1 -0.0632
O 2.536442 -4.570140 0.570408 -0.1 -0.2 0.1 -0.5501
C 1.479108 -3.957789 1.282770 -0.2 -0.1 0.3 -0.0741
C 0.280917 -4.907423 1.358201 0.3 0.2 -0.4 -0.4222
C -0.442369 -5.012771 0.013057 0.6 -0.4 0.4 -0.2359
N -1.167082 -3.795182 -0.291428 0.0 0.6 -0.8 -0.8924
S -0.809977 -2.914712 -1.655851 -0.2 0.2 0.4 2.3220
O 0.085313 -3.647660 -2.505385 0.1 0.0 0.2 -0.9421
O -2.055680 -2.444932 -2.193004 -0.1 0.0 0.2 -0.9415
C 0.052876 -1.486751 -1.020583 -0.2 -0.5 -0.3 -0.3542
C -0.405872 -0.864139 0.124323 0.1 0.1 0.0 -0.1697
C 0.178354 0.316016 0.538749 0.3 -0.2 0.0 -0.2648
C 1.200025 0.893707 -0.217289 -0.1 -0.7 0.0 0.2625
N 1.726000 2.136922 0.124829 0.4 0.2 0.0 -0.6651
C 1.090355 3.228187 0.692984 0.4 -0.2 0.0 0.8037
O 1.731344 4.045188 1.315042 0.1 0.2 0.1 -0.6160
N -0.269418 3.308590 0.480445 -0.3 -0.1 0.1 -0.5274
C -0.920137 2.661946 -0.594509 -0.3 0.0 -0.7 0.2228
C -0.380010 2.697591 -1.874555 -0.2 0.1 0.0 -0.2341
C -0.984653 2.001725 -2.905407 0.0 0.0 0.0 -0.2091
C -2.150881 1.289091 -2.678563 0.0 -0.1 0.0 -0.1958
C -2.736778 1.309204 -1.427364 0.1 0.1 0.0 -0.2013
C -2.127995 1.999814 -0.391104 -0.1 0.2 0.2 -0.2157
S -2.871952 2.018810 1.213583 0.3 0.1 0.0 0.3065
C -2.322674 3.629417 1.722671 0.0 -0.3 -0.1 -0.2109
C -3.142578 4.386008 2.544608 0.1 0.0 0.0 -0.2051
C -2.734009 5.640371 2.958772 0.0 0.0 0.1 -0.2064
C -1.517910 6.144120 2.530330 0.0 0.0 0.0 -0.2052
C -0.702933 5.397652 1.696788 0.1 0.1 0.0 -0.2194
C -1.088096 4.122948 1.304345 -0.2 0.3 0.4 0.2105
C 1.697505 0.218471 -1.331489 -0.1 0.1 0.2 -0.2566
C 1.113840 -0.966512 -1.736339 0.1 -0.1 0.0 -0.1736
H 3.177340 -1.879013 0.296606 0.0 0.1 0.0 0.2038
H 4.237903 -2.172923 -1.084295 0.1 0.1 -0.1 0.2088
H 4.625912 -2.872807 0.494631 0.1 0.0 0.1 0.2123
H 2.207841 -3.614100 -1.238702 0.1 -0.1 0.0 0.1742
H 3.685992 -4.586920 -1.049901 -0.1 0.1 -0.1 0.1870
H 1.833466 -3.731282 2.297486 -0.1 0.1 -0.1 0.1801
H 1.169387 -3.022265 0.805264 0.1 0.0 0.1 0.1770
H -0.414902 -4.554243 2.120285 0.0 0.0 0.1 0.2010
H 0.645906 -5.894465 1.641827 0.0 0.0 0.1 0.2180
H -1.122842 -5.868957 0.020320 0.0 0.1 -0.1 0.2007
H 0.286625 -5.163162 -0.785905 0.0 -0.2 0.1 0.2332
H -2.157316 -3.817815 -0.120163 -0.2 0.1 -0.1 0.4166
H -1.215610 -1.306292 0.681547 -0.1 0.0 0.2 0.2345
H -0.161506 0.803318 1.439804 -0.1 0.1 0.0 0.2361
H 2.725793 2.256995 0.039074 -0.2 0.1 0.1 0.4171
H 0.530863 3.251903 -2.045668 0.1 0.0 0.0 0.2211
H -0.540709 2.016704 -3.888545 0.0 0.0 -0.1 0.2193
H -2.609735 0.723032 -3.472596 -0.1 -0.1 -0.1 0.2275
H -3.655875 0.777701 -1.239379 -0.1 -0.1 0.0 0.2273
H -4.090242 3.976973 2.859067 -0.1 0.0 0.0 0.2215
H -3.368773 6.222923 3.608453 -0.1 0.1 0.1 0.2173
H -1.198143 7.126536 2.841442 0.0 0.1 0.0 0.2180
H 0.247650 5.784874 1.371737 0.0 0.0 0.0 0.2493
H 2.517204 0.643349 -1.890635 0.1 0.1 -0.1 0.2192
H 1.458208 -1.492655 -2.612125 0.1 0.0 -0.1 0.2443
```
Forces are in eV/Å.

Computed properties:
SMILES: CCOCCCNS(=O)(=O)c1ccc(NC(=O)N2c3ccccc3Sc3ccccc32)cc1
Relative energy (zero: lowest compared OMol25 entry of this formula, charge and spin) in kJ/mol: 38.14
Charge: 0
E in Ha: -2191.1776
LUMO in eV: 0.4